1.
Here is a structure of composition C30H52ClCs2F6N4NaO5PS in a non-equilibrium geometry from the OMol25 dataset. Energies are from wB97M-V/def2-TZVPD.

The gap between HOMO and LUMO comes out at 0.1070 Ha. Its HOMO energy is -7.262 eV. For the LUMO energy, the calculation gives -4.4 eV. The value obtained for the maximum force is 13.27 eV/Å.

```
! wB97M-V def2-TZVPD RIJCOSX def2/J DEFGRID3
* xyz 1 1
C 2.3944 -3.7453 3.4388
C 2.1062 -3.0445 4.7826
C 2.4908 -1.5297 4.8636
C 3.7982 -1.1127 4.1656
S 1.0112 -0.4933 4.4481
C 1.5374 0.9727 3.4825
O 0.3820 1.6941 3.2880
C 0.0530 2.5234 4.4136
N 0.0061 -1.3593 3.3652
C -1.1427 -1.6113 3.9636
C -1.5436 -1.0633 5.3106
C -2.1742 -2.4940 3.2810
H 1.5888 -4.4781 3.2332
H 2.5056 -3.0171 2.5391
H 3.3637 -4.2580 3.5131
H 2.5851 -3.5555 5.6166
H 1.0319 -3.1148 4.9691
H 2.6299 -1.2938 5.9192
H 3.9529 -0.0367 4.1105
H 3.9874 -1.5453 3.1863
H 4.6005 -1.4849 4.8066
H 1.9593 0.6681 2.5252
H 2.2778 1.4934 4.0978
H 0.7457 3.3657 4.4817
H -0.9524 2.9017 4.2511
H 0.0409 1.9876 5.3698
H -2.5633 -1.3777 5.5238
H -0.9235 -1.4312 6.1257
H -1.5496 0.0280 5.2889
H -1.9546 -3.5418 3.4925
H -3.1236 -2.2505 3.7552
H -2.3153 -2.3931 2.1736
N -5.5779 0.0351 6.1051
C -6.1988 -1.0768 5.5927
C -7.1916 -1.4366 6.4617
C -7.1746 -0.5055 7.5360
C -6.1713 0.3901 7.2878
H -4.8103 0.5202 5.6819
H -5.8847 -1.5139 4.6595
H -7.8604 -2.2718 6.3409
H -7.8280 -0.4950 8.3918
H -5.8313 1.2447 7.8469
Cl -2.7248 -2.5989 0.1660
Na -1.3305 -0.6432 1.6436
C 1.0159 -4.9714 -0.7611
C 1.1648 -3.4943 -1.1587
C 2.6445 -3.1890 -1.4686
O 0.7775 -2.7156 -0.1015
H 1.6078 -5.2194 0.1324
H -0.0244 -5.2170 -0.5489
H 1.3550 -5.6213 -1.5705
H 0.6340 -3.3600 -2.1092
H 3.2914 -3.3725 -0.6134
H 2.7828 -2.1414 -1.7675
H 2.9941 -3.8147 -2.2908
C -1.2015 2.0187 -10.9267
N -1.0710 1.7087 -9.4927
C -1.4579 0.4920 -9.0468
C -1.3221 0.1429 -7.7318
C -0.7610 1.0541 -6.8252
C -0.3982 2.3133 -7.3114
C -0.5581 2.6160 -8.6368
C -0.5308 0.7321 -5.4167
C 0.7425 0.8643 -4.8623
C 0.9378 0.5942 -3.5274
N -0.1030 0.2287 -2.7443
C -1.3525 0.0867 -3.2579
C -1.5865 0.3162 -4.5794
C 0.1053 0.0090 -1.3095
H -2.2392 1.8937 -11.2263
H -0.5625 1.3465 -11.4948
H -0.8932 3.0446 -11.0972
H -1.8626 -0.1841 -9.7861
H -1.6251 -0.8461 -7.4176
H 0.0134 3.0518 -6.6389
H -0.2822 3.5766 -9.0458
H 1.6065 1.1685 -5.4408
H 1.9248 0.7000 -3.0850
H -2.1290 -0.2167 -2.5685
H -2.5935 0.2046 -4.9568
H -0.2478 -0.9878 -1.0412
H -0.4351 0.7877 -0.7641
H 1.1673 0.0813 -1.0984
F 3.9722 6.0380 3.3266
P 2.3608 6.1560 3.5956
F 2.6870 4.7081 4.4043
F 0.8721 5.4309 3.3610
F 2.2355 6.2237 1.9507
F 2.5922 7.7764 3.5026
F 1.7335 6.6062 5.0471
O 3.4232 5.1441 -5.5736
C 3.0144 4.1173 -4.8006
C 4.1119 2.9704 -4.6757
O 3.7266 1.9442 -3.9135
H 2.0959 3.5749 -5.1471
H 2.7636 4.3893 -3.7494
H 5.0132 3.5138 -4.3033
H 4.3563 2.7197 -5.7322
O -3.5830 -5.7031 -0.6360
H -3.5559 -4.7471 -0.4844
H -4.3936 -5.9969 -0.2110
Cs 2.2355 -2.6694 1.0334
Cs 4.5886 7.0713 -4.9020
*
```

=====

2.
Here is a structure of composition C30H52F3N11O4S2Tl from the OMol25 dataset. Energies are from wB97M-V/def2-TZVPD.

The gap between HOMO and LUMO comes out at 0.2670 Ha. Its HOMO energy is -5.256 eV. For the LUMO energy, the calculation gives 2.0 eV. The value obtained for the maximum force is 0.46 eV/Å.

```
! wB97M-V def2-TZVPD RIJCOSX def2/J DEFGRID3
* xyz -1 1
Tl -1.0516 0.0916 -0.4937
C -1.3832 2.2048 5.2740
N -0.3107 1.8988 4.3431
C 1.0050 2.2578 4.8437
C -0.5841 1.7387 2.9950
N 0.1370 1.1563 2.1192
C 1.3161 0.3906 2.4782
C 1.5186 -0.8276 1.5912
N 1.5439 -0.6198 0.1286
C 1.8774 -1.9139 -0.5056
C 1.0134 -2.3266 -1.6838
N -0.3642 -2.4296 -1.2637
C -1.1376 -3.3226 -1.7670
N -0.8059 -4.1352 -2.8511
C -0.3453 -3.5528 -4.1027
C -1.3651 -5.4674 -2.9864
N -2.3604 -3.6055 -1.1852
C -2.6076 -3.1475 0.1733
C -3.5310 -3.5829 -2.0523
C 2.4394 0.4588 -0.2883
C 2.0451 1.1288 -1.5973
N 0.8196 1.8879 -1.4455
C 0.8001 3.1480 -1.6453
N -0.3844 3.7994 -1.8854
C -1.5614 3.0610 -2.3119
C -0.5789 5.2198 -1.6758
N 1.9293 4.0058 -1.6432
C 2.4563 4.4295 -2.9258
C 2.8883 3.8732 -0.5650
N -1.8404 2.3198 2.5997
C -2.9159 1.3404 2.4062
C -1.6879 3.2138 1.4610
H -1.0666 1.8793 6.2682
H -2.2932 1.6701 5.0193
H -1.6067 3.2770 5.3130
H 0.9488 3.2339 5.3397
H 1.7229 2.3441 4.0375
H 1.3780 1.5300 5.5706
H 1.2692 -0.0137 3.4942
H 2.1963 1.0376 2.4273
H 0.7058 -1.5262 1.7884
H 2.4528 -1.3027 1.9306
H 1.7832 -2.6918 0.2530
H 2.9247 -1.9017 -0.8333
H 1.3997 -3.2844 -2.0519
H 1.1031 -1.5938 -2.4877
H 0.0025 -2.5380 -3.9635
H -1.1549 -3.5236 -4.8402
H 0.4729 -4.1476 -4.5193
H -1.6983 -5.8343 -2.0206
H -0.5923 -6.1376 -3.3726
H -2.2107 -5.4982 -3.6864
H -1.7203 -3.2649 0.7883
H -3.4075 -3.7503 0.6080
H -2.9116 -2.0944 0.2132
H -3.2409 -3.6940 -3.0958
H -4.0575 -2.6267 -1.9594
H -4.2228 -4.3865 -1.7881
H 3.4753 0.0946 -0.3696
H 2.4243 1.2353 0.4741
H 1.8612 0.3828 -2.3751
H 2.8884 1.7389 -1.9313
H -1.2661 2.0719 -2.6543
H -2.0439 3.5917 -3.1367
H -2.2879 2.9556 -1.4994
H 0.2335 5.6370 -1.0897
H -1.5198 5.3791 -1.1402
H -0.6390 5.7650 -2.6253
H 1.7108 4.2624 -3.7032
H 3.3577 3.8664 -3.1971
H 2.7135 5.4942 -2.9173
H 2.3778 3.5316 0.3358
H 3.3326 4.8507 -0.3549
H 3.7091 3.1777 -0.7804
H -2.8024 0.5099 3.1052
H -2.9166 0.9128 1.3987
H -3.8809 1.8253 2.5776
H -0.9849 4.0142 1.7071
H -2.6583 3.6664 1.2452
H -1.3236 2.7020 0.5612
F -3.2844 -1.0187 -5.0223
C -2.6849 0.0451 -4.4468
F -3.2317 0.1784 -3.2224
F -3.0493 1.1354 -5.1549
C -1.1335 -0.1186 -4.4146
O -0.6355 -0.3355 -5.5218
O -0.6252 -0.0089 -3.2706
O -2.8238 -6.1462 5.4599
S -3.4968 -4.9211 5.1140
O -4.9052 -5.0030 4.8238
N -2.7025 -4.1226 3.9326
C -2.2000 -2.9768 4.3507
S -1.3467 -1.8703 3.4039
C -2.4736 -2.6993 5.8129
C -2.0739 -1.6141 6.5755
C -2.4403 -1.5767 7.9166
C -3.1890 -2.6068 8.4839
C -3.5845 -3.6975 7.7192
C -3.2129 -3.7133 6.3886
H -1.4872 -0.8311 6.1099
H -2.1393 -0.7386 8.5349
H -3.4645 -2.5593 9.5308
H -4.1634 -4.5065 8.1486
*
```

=====

3.
Here is a structure of composition C30H52P2Pm in a non-equilibrium geometry from the OMol25 dataset. Energies are from wB97M-V/def2-TZVPD.

The gap between HOMO and LUMO (spin up / spin down) comes out at 0.2174 / 0.2213 Ha. Its HOMO energy (spin up / spin down) is -9.678 / -9.678 eV. For the LUMO energy (spin up / spin down), the calculation gives -3.8 / -3.7 eV. Its expectation value of S² is 6.012. The value obtained for the maximum force is 2.38 eV/Å.

```
! wB97M-V def2-TZVPD RIJCOSX def2/J DEFGRID3
* xyz 1 5
Pm -0.8749 1.5339 1.9284
C 0.7944 0.7875 4.0743
C 1.6020 1.0949 2.9359
C 0.3273 2.9743 3.5007
C -0.0499 1.8936 4.3695
C 1.3090 2.4648 2.5799
C 0.7930 -0.4648 4.8634
H 1.7694 -0.9759 4.8829
H 0.0480 -1.1487 4.4488
H 0.4940 -0.2814 5.9099
C -1.2313 1.8744 5.2770
H -0.9736 1.3954 6.2339
H -2.0903 1.3177 4.8588
H -1.5514 2.9003 5.5078
C -0.5041 4.1897 3.3250
H -0.5358 4.7142 4.2876
H -1.5723 3.9724 3.0762
H -0.1349 4.8921 2.5633
C 1.9123 3.2003 1.4340
H 2.7072 3.8363 1.8597
H 1.1973 3.8609 0.9034
H 2.3818 2.5182 0.6997
C 2.8795 0.4210 2.5831
H 3.7477 1.0142 2.9347
H 3.0067 0.2923 1.5004
H 2.9705 -0.5644 3.0566
C 0.2036 -2.6598 -0.2032
C 1.2727 -2.8023 0.5934
C 2.7323 -2.5418 0.3108
C 3.0702 -1.8601 -1.0309
C 2.6714 -0.4195 -1.0470
C 1.5350 0.1257 -1.5129
C 0.1613 -0.4745 -1.5228
C 0.1278 -2.0228 -1.5550
H 3.2636 -3.5114 0.3200
H 2.6058 -2.4408 -1.8338
H 3.1788 -1.9564 1.1337
H 0.9324 -2.4309 -2.1634
H -0.7758 -2.9662 0.1844
H 1.1249 -3.3633 1.5256
H -0.8030 -2.3750 -2.0417
H -0.4663 -0.1434 -0.6615
H 1.5332 1.2012 -1.7407
H -0.3956 -0.0729 -2.4054
H 4.1638 -1.9423 -1.2046
H 3.4213 0.2526 -0.6074
P -0.6296 -0.1702 -4.6140
P -0.4303 2.6781 -5.8326
C -0.6756 -0.0483 -6.4968
C -1.1466 1.3110 -6.9326
H -1.3245 -0.8466 -6.8614
H 0.3356 -0.2577 -6.8556
H -0.8800 1.5136 -7.9739
H -2.2325 1.4001 -6.8241
C -1.1627 4.0165 -6.8562
H -0.8089 4.9847 -6.4906
H -2.2506 3.9946 -6.7408
H -0.9179 3.9180 -7.9195
C 1.2519 2.7102 -6.6244
H 1.2055 2.6742 -7.7233
H 1.8603 1.8734 -6.2578
H 1.7492 3.6402 -6.3160
C -2.1355 -1.2114 -4.3698
H -2.2354 -1.4950 -3.3141
H -2.0977 -2.1132 -4.9952
H -3.0156 -0.6105 -4.6400
C 0.7121 -1.4245 -4.6537
H 1.5618 -1.0245 -5.2209
H 0.3567 -2.3636 -5.0964
H 1.0776 -1.5980 -3.6411
C -1.2197 -3.3200 4.4422
C -2.3783 -2.3081 4.4965
C -3.6748 -2.9677 4.0175
C -2.5086 -1.7579 5.9214
C -2.0851 -1.2052 3.6156
C -1.9031 -0.3032 2.7885
H -1.4689 -4.1679 5.0983
H -0.2795 -2.8761 4.8013
H -1.0625 -3.6826 3.4130
H -3.9730 -3.7452 4.7322
H -4.4806 -2.2247 3.9361
H -3.5077 -3.4299 3.0336
H -1.5377 -1.3677 6.2595
H -3.2468 -0.9464 5.9591
H -2.8200 -2.5582 6.6033
*
```